No. 1
The following is a DFT calculation (wB97M-V/def2-TZVPD) of a cluster of 6 separate species, C52H100N2O12S in total.

Last column: Löwdin charge in e.
Geometry (Å):
C 1.408 3.189 5.213  -0.15
C 2.243 4.609 5.439  -0.26
C 1.280 5.785 6.122  -0.23
C 0.697 5.325 7.614  -0.21
C -0.610 6.227 8.095  -0.21
C -1.828 6.007 7.019  -0.22
C -3.220 5.421 7.657  -0.23
C -3.115 3.909 8.285  -0.22
C -2.933 2.725 7.121  -0.20
C -2.689 1.317 7.979  -0.22
C -2.228 0.050 7.038  -0.22
C -3.194 -0.157 5.707  -0.22
C -3.434 -1.767 5.509  -0.23
C -2.073 -2.602 5.055  -0.20
C -1.940 -2.560 3.421  -0.19
C -0.539 -1.922 2.854  -0.07
C 0.908 -2.675 3.222  0.02
C 2.379 -2.128 2.697  -0.19
N 3.715 -2.811 3.000  -0.08
C 4.151 -3.510 1.695  -0.27
C 3.897 -5.159 1.790  -0.12
C 2.464 -0.761 1.759  -0.02
C 1.046 -0.030 1.378  -0.38
C -0.457 -0.564 1.881  -0.11
N -1.709 0.190 1.492  -0.01
C -1.811 0.446 0.006  -0.14
C -3.178 0.024 -0.809  0.06
C -3.257 0.313 -2.435  -0.13
O -4.518 -0.143 -3.103  -0.17
C -4.224 -1.135 -4.151  -0.17
C -4.022 -2.677 -3.590  -0.31
C -3.870 -3.761 -4.854  -0.09
O -2.758 -2.846 -2.802  -0.14
C -2.016 1.055 -3.236  -0.01
C -0.615 1.495 -2.438  -0.04
C -0.545 1.156 -0.825  -0.38
S 0.982 1.521 0.264  0.77
H 1.314 2.702 6.291  0.07
H 2.031 2.498 4.467  0.08
H 0.312 3.377 4.823  0.08
H 2.582 4.996 4.383  0.10
H 3.175 4.490 6.146  0.11
H 0.399 5.946 5.337  0.10
H 1.872 6.819 6.182  0.11
H 1.612 5.431 8.356  0.12
H 0.332 4.212 7.588  0.09
H -0.249 7.360 8.110  0.11
H -0.926 5.966 9.209  0.11
H -2.058 7.040 6.487  0.12
H -1.513 5.254 6.154  0.09
H -3.567 6.171 8.489  0.10
H -4.065 5.420 6.829  0.11
H -2.221 3.811 9.035  0.10
H -4.109 3.651 8.892  0.12
H -3.909 2.670 6.448  0.11
H -1.965 3.004 6.483  0.11
H -3.690 1.059 8.538  0.11
H -1.853 1.548 8.777  0.11
H -1.143 0.241 6.641  0.11
H -2.276 -0.988 7.623  0.11
H -4.252 0.303 6.011  0.11
H -2.781 0.395 4.743  0.12
H -4.291 -1.876 4.687  0.10
H -3.857 -2.259 6.511  0.12
H -1.109 -2.287 5.640  0.11
H -2.286 -3.735 5.363  0.11
H -2.916 -2.066 3.005  0.09
H -1.964 -3.692 3.048  0.12
H 0.817 -3.657 3.889  0.09
H 3.611 -3.554 3.728  0.09
H 3.527 -3.149 0.761  0.11
H 5.287 -3.302 1.435  0.11
H 3.079 -5.418 2.613  0.08
H 3.589 -5.491 0.707  0.07
H 4.915 -5.692 2.044  0.07
H 3.528 -0.371 1.395  0.11
H -2.578 -0.218 1.900  0.10
H -4.039 -0.482 -0.174  0.10
H -5.174 -1.162 -4.866  0.15
H -3.316 -0.844 -4.849  0.13
H -4.962 -3.054 -2.958  0.16
H -3.185 -4.677 -4.514  0.10
H -3.308 -3.249 -5.755  0.09
H -4.900 -4.188 -5.215  0.08
H -2.025 -3.160 -3.440  0.11
H -2.170 1.238 -4.402  0.09
H 0.298 2.011 -3.006  0.10
C -5.495 -3.764 1.478  -0.10
O -5.855 -3.009 2.629  -0.22
C -7.043 -2.238 2.420  -0.19
C -8.252 -2.887 3.100  -0.19
O -8.611 -4.114 2.454  -0.20
C -8.187 -5.253 3.192  -0.11
H -4.693 -4.453 1.758  0.09
H -6.338 -4.347 1.098  0.09
H -5.124 -3.095 0.696  0.08
H -7.228 -2.083 1.350  0.13
H -6.869 -1.258 2.876  0.12
H -9.111 -2.215 3.003  0.12
H -8.066 -3.045 4.168  0.12
H -8.795 -5.358 4.097  0.09
H -7.128 -5.190 3.462  0.08
H -8.333 -6.140 2.569  0.09
C 0.876 0.517 -6.160  -0.11
O 1.498 0.445 -4.881  -0.22
C 1.861 -0.894 -4.531  -0.19
C 3.365 -1.124 -4.706  -0.19
O 3.735 -1.098 -6.089  -0.21
C 4.364 0.124 -6.455  -0.11
H 0.785 1.570 -6.438  0.09
H 1.467 0.006 -6.925  0.07
H -0.125 0.080 -6.110  0.08
H 1.281 -1.623 -5.110  0.12
H 1.608 -1.025 -3.474  0.12
H 3.614 -2.122 -4.330  0.12
H 3.945 -0.393 -4.132  0.13
H 5.365 0.173 -6.015  0.09
H 3.776 0.992 -6.139  0.08
H 4.459 0.148 -7.544  0.09
C -2.219 10.317 12.011  -0.11
O -2.102 9.417 13.108  -0.20
C -2.309 8.057 12.716  -0.19
C -0.981 7.300 12.618  -0.19
O -0.193 7.779 11.522  -0.21
C 0.868 8.623 11.951  -0.11
H -1.883 11.304 12.339  0.09
H -1.602 10.003 11.164  0.08
H -3.266 10.389 11.700  0.09
H -2.866 7.999 11.773  0.12
H -2.920 7.591 13.496  0.12
H -1.192 6.244 12.419  0.12
H -0.423 7.361 13.559  0.12
H 1.634 8.028 12.459  0.09
H 0.511 9.415 12.618  0.08
H 1.315 9.088 11.068  0.09
C 4.896 -3.877 -11.115  -0.11
O 4.522 -2.506 -11.192  -0.20
C 3.272 -2.323 -11.864  -0.20
C 2.143 -2.043 -10.869  -0.19
O 1.855 -3.201 -10.076  -0.20
C 2.392 -3.101 -8.763  -0.11
H 5.757 -3.961 -10.447  0.09
H 4.086 -4.494 -10.716  0.09
H 5.184 -4.240 -12.106  0.06
H 3.036 -3.187 -12.497  0.12
H 3.388 -1.451 -12.516  0.12
H 1.232 -1.808 -11.428  0.12
H 2.381 -1.183 -10.234  0.12
H 1.829 -2.360 -8.186  0.08
H 3.452 -2.829 -8.779  0.08
H 2.290 -4.074 -8.275  0.09
C 9.745 -3.976 -15.680  -0.11
O 8.780 -4.228 -16.695  -0.20
C 8.164 -5.511 -16.549  -0.19
C 6.756 -5.387 -15.959  -0.19
O 6.804 -4.955 -14.594  -0.20
C 6.468 -3.580 -14.453  -0.12
H 10.046 -2.927 -15.746  0.09
H 9.338 -4.159 -14.682  0.08
H 10.626 -4.604 -15.842  0.09
H 8.787 -6.180 -15.944  0.12
H 8.085 -5.941 -17.553  0.12
H 6.285 -6.375 -15.962  0.12
H 6.135 -4.715 -16.561  0.12
H 5.397 -3.439 -14.634  0.09
H 7.045 -2.950 -15.137  0.09
H 6.692 -3.275 -13.427  0.08

Calculated values
SMILES: CCCCCCCCCCCCCCCc1cc(NCC)cc2c1Nc1cc(OC[C@@H](C)O)ccc1S2.COCCOC.COCCOC.COCCOC.COCCOC.COCCOC
Maximum force: 4.74 eV/Å
HOMO-LUMO gap: 0.27354 hartree
HOMO energy: -0.2680 hartree
Spin multiplicity: 1
M: 977.441 g mol⁻¹
ΔE to the lowest compared entry with this formula, charge and spin: 2587.85 kJ/mol

No. 2
The following is a DFT calculation (wB97M-V/def2-TZVPD) of a cluster of 13 separate species, C52H104O26S13 in total.

Last column: Löwdin charge in e.
Geometry (Å):
C -21.236 -3.648 -9.062  -0.18
C -21.432 -2.245 -9.726  -0.23
C -21.488 -2.568 -11.179  -0.25
S -22.544 -4.037 -11.399  0.68
O -21.925 -4.951 -12.301  -0.33
O -23.899 -3.595 -11.631  -0.33
C -22.302 -4.652 -9.618  -0.16
H -21.383 -3.454 -8.000  0.09
H -20.234 -4.022 -9.271  0.12
H -20.768 -1.443 -9.403  0.12
H -22.403 -1.774 -9.566  0.08
H -20.508 -2.983 -11.416  0.10
H -21.602 -1.906 -12.038  0.10
H -21.933 -5.677 -9.586  0.10
H -23.290 -4.671 -9.157  0.07
C -32.568 -5.047 -12.489  -0.18
C -32.487 -5.379 -10.957  -0.20
C -32.047 -6.903 -10.932  -0.19
S -30.736 -7.099 -12.255  0.69
O -30.895 -8.317 -13.065  -0.31
O -29.500 -6.749 -11.658  -0.34
C -31.302 -5.672 -13.178  -0.22
H -32.935 -4.040 -12.690  0.11
H -33.375 -5.683 -12.852  0.10
H -33.349 -5.204 -10.313  0.10
H -31.592 -4.927 -10.529  0.09
H -32.927 -7.492 -11.190  0.09
H -31.633 -7.325 -10.016  0.09
H -31.731 -6.125 -14.072  0.09
H -30.594 -5.037 -13.712  0.10
C -33.239 -3.761 -6.617  -0.21
C -31.806 -4.087 -6.322  -0.24
C -31.125 -2.775 -6.202  -0.21
S -31.782 -1.713 -7.613  0.77
O -30.890 -1.858 -8.785  -0.37
O -32.256 -0.381 -7.121  -0.36
C -33.203 -2.897 -7.884  -0.20
H -33.818 -3.314 -5.809  0.13
H -33.809 -4.659 -6.853  0.12
H -31.304 -4.636 -7.119  0.11
H -31.665 -4.621 -5.382  0.13
H -30.037 -2.729 -6.230  0.10
H -31.554 -2.222 -5.367  0.11
H -32.859 -3.413 -8.780  0.06
H -34.077 -2.384 -8.286  0.11
C -29.468 2.903 -9.846  -0.24
C -29.940 2.517 -8.460  -0.18
C -28.833 2.979 -7.425  -0.19
S -27.289 3.371 -8.300  0.71
O -26.194 2.460 -7.986  -0.34
O -27.111 4.817 -8.368  -0.33
C -27.968 2.839 -9.922  -0.23
H -29.821 3.927 -9.970  0.12
H -29.917 2.229 -10.576  0.10
H -29.999 1.431 -8.536  0.09
H -30.941 2.789 -8.127  0.12
H -28.588 2.321 -6.592  0.09
H -29.147 3.932 -6.998  0.09
H -27.816 1.761 -9.872  0.07
H -27.492 3.209 -10.831  0.11
C -30.429 -1.108 -12.083  -0.23
C -29.564 -2.204 -12.741  -0.20
C -28.236 -1.486 -13.164  -0.16
S -28.664 0.328 -13.537  0.72
O -28.625 0.545 -14.969  -0.33
O -27.901 1.144 -12.617  -0.34
C -30.385 0.161 -12.880  -0.21
H -29.985 -0.884 -11.114  0.09
H -31.400 -1.483 -11.760  0.11
H -30.040 -2.588 -13.643  0.10
H -29.497 -3.121 -12.156  0.11
H -27.732 -2.000 -13.982  0.10
H -27.637 -1.470 -12.253  0.07
H -31.061 0.228 -13.732  0.10
H -30.544 1.118 -12.382  0.08
C -27.322 -0.955 -8.516  -0.18
C -27.627 -2.302 -9.223  -0.16
C -26.222 -3.008 -9.231  -0.17
S -25.468 -2.757 -7.571  0.73
O -24.071 -2.325 -7.741  -0.36
O -25.803 -3.880 -6.685  -0.34
C -26.454 -1.275 -7.246  -0.19
H -28.244 -0.530 -8.117  0.10
H -26.870 -0.243 -9.206  0.09
H -28.063 -2.066 -10.194  0.09
H -28.388 -2.744 -8.581  0.09
H -25.535 -2.389 -9.808  0.08
H -26.008 -4.001 -9.626  0.09
H -25.963 -0.435 -6.754  0.09
H -27.077 -1.642 -6.430  0.06
C -24.335 -7.585 -13.461  -0.16
C -24.490 -7.108 -14.932  -0.21
C -25.643 -6.046 -14.991  -0.19
S -26.875 -6.373 -13.621  0.69
O -28.069 -7.011 -14.211  -0.37
O -27.094 -5.233 -12.770  -0.35
C -25.830 -7.705 -12.830  -0.15
H -23.735 -6.794 -13.010  0.08
H -23.804 -8.529 -13.347  0.11
H -24.673 -7.951 -15.598  0.10
H -23.525 -6.714 -15.251  0.11
H -26.175 -5.957 -15.938  0.10
H -25.207 -5.101 -14.667  0.09
H -26.249 -8.628 -13.232  0.09
H -26.144 -7.723 -11.786  0.06
C -22.468 -4.733 -5.536  -0.21
C -22.689 -4.909 -4.010  -0.16
C -21.966 -6.309 -3.681  -0.20
S -22.501 -7.386 -5.014  0.60
O -23.675 -8.074 -4.579  -0.32
O -21.428 -8.126 -5.502  -0.29
C -22.931 -6.050 -6.181  -0.19
H -21.406 -4.519 -5.657  0.11
H -23.041 -3.895 -5.935  0.09
H -23.749 -4.945 -3.758  0.08
H -22.113 -4.107 -3.548  0.10
H -22.162 -6.864 -2.764  0.10
H -20.886 -6.188 -3.761  0.10
H -23.986 -6.082 -6.452  0.07
H -22.314 -6.447 -6.987  0.09
C -28.428 -6.121 -7.981  -0.22
C -28.086 -7.087 -6.870  -0.20
C -26.563 -7.387 -7.081  -0.19
S -26.313 -7.515 -8.903  0.67
O -26.489 -8.849 -9.362  -0.30
O -25.063 -6.822 -9.130  -0.33
C -27.835 -6.583 -9.344  -0.19
H -27.830 -5.273 -7.647  0.08
H -29.429 -5.689 -8.008  0.10
H -28.546 -8.059 -7.046  0.11
H -28.462 -6.751 -5.903  0.11
H -26.214 -8.234 -6.491  0.11
H -25.990 -6.480 -6.886  0.05
H -28.540 -7.301 -9.762  0.07
H -27.721 -5.801 -10.095  0.08
C -23.905 0.797 -9.852  -0.22
C -24.571 1.687 -10.891  -0.23
C -23.716 1.768 -12.152  -0.17
S -21.934 1.761 -11.485  0.74
O -21.299 3.117 -11.406  -0.36
O -21.252 0.630 -12.052  -0.34
C -22.521 1.345 -9.841  -0.25
H -24.051 -0.272 -10.008  0.10
H -24.490 0.882 -8.936  0.10
H -24.507 2.711 -10.523  0.12
H -25.585 1.417 -11.185  0.10
H -23.942 2.602 -12.817  0.10
H -23.800 0.838 -12.714  0.10
H -22.498 2.286 -9.292  0.11
H -21.695 0.798 -9.386  0.09
C -25.955 -3.567 -2.050  -0.22
C -26.348 -4.308 -3.351  -0.22
C -27.869 -4.212 -3.480  -0.19
S -28.189 -2.426 -3.040  0.74
O -29.438 -2.239 -2.300  -0.36
O -27.920 -1.613 -4.266  -0.38
C -26.664 -2.235 -1.942  -0.18
H -24.879 -3.442 -1.928  0.11
H -26.139 -4.251 -1.222  0.12
H -26.037 -5.351 -3.289  0.12
H -25.860 -3.832 -4.202  0.09
H -28.443 -4.692 -2.687  0.10
H -28.257 -4.370 -4.486  0.09
H -27.073 -2.111 -0.939  0.10
H -26.145 -1.337 -2.278  0.08
C -28.124 3.095 -1.816  -0.18
C -27.652 3.202 -0.351  -0.24
C -26.316 3.922 -0.252  -0.23
S -25.349 3.532 -1.757  0.75
O -24.286 2.577 -1.401  -0.37
O -24.932 4.814 -2.424  -0.36
C -26.830 2.682 -2.558  -0.19
H -28.429 4.089 -2.142  0.11
H -28.956 2.396 -1.898  0.12
H -27.566 2.244 0.163  0.11
H -28.364 3.777 0.241  0.11
H -25.646 3.811 0.600  0.11
H -26.601 4.953 -0.459  0.10
H -26.637 1.612 -2.483  0.09
H -26.729 2.904 -3.620  0.09
C -21.068 -0.386 -4.956  -0.22
C -21.030 0.492 -3.762  -0.20
C -22.490 0.984 -3.390  -0.18
S -23.670 0.487 -4.740  0.73
O -24.367 1.603 -5.424  -0.34
O -24.372 -0.757 -4.359  -0.36
C -22.298 -0.003 -5.789  -0.24
H -21.160 -1.425 -4.641  0.11
H -20.141 -0.324 -5.527  0.12
H -20.354 1.345 -3.809  0.12
H -20.694 -0.023 -2.862  0.11
H -22.566 2.070 -3.347  0.09
H -22.899 0.575 -2.466  0.09
H -21.989 0.868 -6.368  0.10
H -22.608 -0.676 -6.589  0.08

Calculated values
Maximum force: 3.96 eV/Å
HOMO-LUMO gap: 0.35662 hartree
HOMO energy: -0.3612 hartree
Spin multiplicity: 1
M: 1562.249 g mol⁻¹
ΔE to the lowest compared entry with this formula, charge and spin: 616.63 kJ/mol

Among the records above, which one has the highest HOMO energy?
C52H100N2O12S

Which of these has the highest HOMO energy?
C52H100N2O12S

Among the records above, which one has the lowest HOMO energy?
C52H104O26S13